Computed, not measured: a cluster of 2 separate species, C4H9NO2 in total, with ωB97M-V/def2-TZVPD.

Structure (XYZ):
```
16
Properties=species:S:1:pos:R:3:lowdin_charge:R:1
C 3.13 -0.39 -0.98 -0.09
O 2.11 0.44 -1.52 -0.17
N 0.88 0.15 -0.91 0.08
C 0.79 0.37 0.30 -0.30
O 0.61 0.50 1.44 0.19
H 4.01 -0.18 -1.57 0.09
H 3.33 -0.15 0.08 0.09
H 2.84 -1.45 -1.06 0.09
C -2.59 0.71 0.76 -0.16
C -2.10 -0.64 0.26 -0.18
H -3.11 1.26 -0.03 0.07
H -3.29 0.59 1.60 0.06
H -1.76 1.33 1.12 0.05
H -1.54 -1.18 1.04 0.06
H -2.93 -1.29 -0.05 0.07
H -1.45 -0.53 -0.62 0.04
```

Its SMILES is CON=C=O.CC. The HOMO energy comes out at -10.18 eV. For the max |F|, the calculation gives 0.01609 Eh/bohr. The value obtained for the lowest unoccupied orbital energy is 0.47 eV.

Computed, not measured: an isolated molecule of C5H6O, with ωB97M-V/def2-TZVPD.

Structure (XYZ):
```
12
Properties=species:S:1:pos:R:3:lowdin_charge:R:1
O -1.37 -1.05 -0.47 0.01
C -0.67 -0.63 0.54 -0.20
C -0.40 0.90 0.44 -0.15
C 0.29 0.87 -0.93 -0.19
C 1.24 -0.10 -0.68 -0.16
C 1.43 -1.10 0.06 0.06
H -0.78 -1.22 1.45 0.14
H 0.23 1.24 1.27 0.11
H -1.35 1.45 0.47 0.11
H -0.97 -0.38 -1.20 0.14
H 0.28 1.63 -1.69 0.08
H 2.08 -1.61 0.74 0.05
```

The HOMO energy (alpha / beta) comes out at -7.59 / -7.59 eV. For the max |F|, the calculation gives 0.01079 Eh/bohr. The value obtained for the lowest unoccupied orbital energy (alpha / beta) is 0.01 / 0.01 eV.

Computed, not measured: a structure of composition C16H48FO8S8Tl at a distorted geometry, with ωB97M-V/def2-TZVPD.

Structure (XYZ):
```
82
Properties=species:S:1:pos:R:3:lowdin_charge:R:1
Tl 0.20 0.53 -0.08 1.36
F -1.66 1.14 2.07 -0.42
C -4.90 -0.96 0.85 -0.23
S -3.81 -0.54 -0.55 0.91
O -2.31 -0.85 -0.27 -0.60
C -4.50 -1.95 -1.57 -0.24
H -4.67 -1.99 1.12 0.06
H -5.97 -0.87 0.64 0.07
H -4.56 -0.29 1.64 0.05
H -4.42 -2.94 -1.11 0.06
H -4.10 -1.83 -2.57 0.00
H -5.57 -1.86 -1.72 0.06
C 1.25 -4.80 -1.11 -0.18
S -0.05 -3.58 -0.56 0.88
O 0.22 -2.17 -1.10 -0.61
C -1.57 -4.14 -1.49 -0.21
H 2.21 -4.30 -0.97 0.02
H 1.08 -5.05 -2.16 0.06
H 1.25 -5.66 -0.44 0.06
H -2.24 -3.30 -1.71 -0.01
H -2.02 -4.98 -0.96 0.06
H -1.36 -4.50 -2.50 0.05
C -1.38 4.35 -2.43 -0.20
S -1.97 2.61 -2.59 0.86
O -2.09 1.94 -1.21 -0.58
C -3.68 2.93 -3.18 -0.20
H -1.92 4.73 -1.56 0.06
H -1.75 4.93 -3.27 0.06
H -0.29 4.44 -2.31 0.04
H -4.21 1.98 -3.23 0.05
H -3.71 3.65 -3.99 0.07
H -3.98 3.47 -2.28 0.05
C -0.34 -2.46 4.12 -0.25
S 0.71 -2.75 2.67 0.88
O 0.80 -1.36 1.98 -0.65
C 2.27 -2.84 3.74 -0.21
H -0.55 -3.42 4.60 0.06
H -1.27 -1.98 3.80 0.06
H 0.22 -1.85 4.82 0.05
H 3.13 -3.08 3.11 0.03
H 2.09 -3.61 4.49 0.05
H 2.48 -1.94 4.32 0.04
C 5.09 -0.40 0.63 -0.23
S 3.79 -1.70 0.39 0.88
O 2.71 -0.89 -0.29 -0.61
C 4.63 -2.80 -0.82 -0.23
H 5.47 0.10 -0.26 0.06
H 6.04 -0.66 1.10 0.06
H 4.77 0.40 1.30 0.03
H 3.82 -3.11 -1.47 0.03
H 5.01 -3.74 -0.42 0.06
H 5.43 -2.40 -1.44 0.06
C -0.19 -1.86 -4.60 -0.22
S -1.60 -1.26 -3.60 0.89
O -1.01 -0.20 -2.60 -0.66
C -2.69 -0.35 -4.83 -0.20
H 0.59 -2.38 -4.04 0.05
H 0.30 -1.05 -5.14 0.06
H -0.57 -2.59 -5.31 0.06
H -2.29 0.64 -5.06 0.05
H -3.71 -0.31 -4.43 0.04
H -2.93 -0.90 -5.74 0.06
C 0.69 1.21 4.14 -0.17
S 2.39 1.03 3.25 0.85
O 2.21 1.18 1.78 -0.63
C 3.28 2.47 3.99 -0.22
H -0.06 0.44 3.93 0.02
H 0.21 2.05 3.61 0.03
H 0.75 1.54 5.17 0.06
H 4.29 2.48 3.57 0.06
H 3.23 2.46 5.07 0.07
H 2.63 3.28 3.68 0.00
C 0.38 5.56 2.29 -0.22
S 1.38 4.23 1.52 0.91
O 0.37 3.23 0.91 -0.63
C 1.87 5.28 0.06 -0.22
H -0.09 5.30 3.24 0.06
H -0.37 5.94 1.59 0.06
H 1.10 6.36 2.46 0.06
H 2.62 4.73 -0.51 0.05
H 2.28 6.22 0.43 0.05
H 1.08 5.62 -0.61 0.05
```

Its charge is +2. The HOMO energy comes out at -13.15 eV. For the max |F|, the calculation gives 0.06185 Eh/bohr. The value obtained for the lowest unoccupied orbital energy is -9.35 eV.

Computed, not measured: a structure of composition C32H28BrGeN2O4Pd at a distorted geometry, with ωB97M-V/def2-TZVPD.

Structure (XYZ):
```
69
Properties=species:S:1:pos:R:3:lowdin_spin:R:1
Pd 0.55 0.92 0.42 1.03
Br -2.02 3.83 -5.63 0.01
C -0.87 2.94 -4.40 0.05
C -0.67 3.50 -3.14 0.00
C 0.10 2.82 -2.23 0.04
C 0.72 1.59 -2.56 0.02
C 0.53 1.08 -3.87 0.05
C -0.27 1.75 -4.77 0.00
N 1.44 1.00 -1.58 0.34
C 2.37 0.06 -1.71 0.25
C 3.00 -0.46 -0.57 0.08
C 4.04 -1.43 -0.64 0.07
C 4.70 -1.82 0.49 0.03
C 4.33 -1.27 1.73 0.11
C 3.28 -0.37 1.75 0.02
N 2.61 0.01 0.67 0.20
H -1.11 4.45 -2.90 0.00
H 0.29 3.22 -1.24 0.00
H 0.98 0.14 -4.16 0.00
H -0.43 1.34 -5.75 0.00
H 2.72 -0.23 -2.70 0.02
H 4.30 -1.84 -1.61 0.00
H 5.50 -2.55 0.44 0.00
H 4.84 -1.52 2.64 0.01
H 2.97 0.08 2.68 0.00
O 1.40 0.85 4.82 0.01
C 0.96 0.92 3.71 0.01
O 0.17 0.04 3.20 0.04
H 1.27 1.75 3.01 0.01
C -2.78 0.26 3.20 0.00
Ge -1.27 -0.33 2.03 0.02
C -0.94 -2.30 2.20 0.00
C -1.98 -3.20 2.00 0.00
C -1.80 -4.54 2.28 0.00
C -0.59 -5.00 2.76 0.00
C 0.46 -4.11 2.92 0.00
C 0.29 -2.77 2.64 0.00
C -1.54 0.31 0.06 0.00
C -2.46 1.33 -0.17 0.08
C -3.06 1.49 -1.42 0.00
C -2.78 0.62 -2.45 0.07
C -1.85 -0.42 -2.27 0.00
C -1.53 -1.31 -3.32 0.02
C -0.57 -2.27 -3.16 0.00
C 0.10 -2.40 -1.94 0.03
C -0.21 -1.58 -0.88 -0.01
C -1.19 -0.57 -1.02 0.01
H -3.71 -0.24 2.95 0.00
H -2.91 1.33 3.13 0.00
H -2.49 -0.01 4.21 0.00
H -2.93 -2.84 1.63 0.00
H -2.62 -5.23 2.14 0.00
H -0.46 -6.04 3.01 0.00
H 1.42 -4.46 3.28 0.00
H 1.10 -2.08 2.80 0.00
H -2.75 1.97 0.65 0.00
H -3.77 2.29 -1.56 0.00
H -3.28 0.72 -3.40 0.00
H -2.05 -1.20 -4.26 0.00
H -0.31 -2.93 -3.98 0.00
H 0.87 -3.15 -1.82 0.00
H 0.32 -1.70 0.06 0.00
C 0.10 4.94 1.62 0.02
O 0.61 3.69 1.12 0.04
C -0.05 2.60 1.46 0.21
O -1.02 2.59 2.19 0.10
H 0.84 5.70 1.38 0.00
H -0.04 4.88 2.70 0.00
H -0.86 5.16 1.14 0.00
```

As for the expectation value of S²: 3.7993. The HOMO energy (alpha / beta) comes out at -5.96 / -7.98 eV. For the max |F|, the calculation gives 0.03820 Eh/bohr. The value obtained for the lowest unoccupied orbital energy (alpha / beta) is -0.30 / -1.71 eV. As for the multiplicity: 4.

Computed, not measured: a structure of composition C8H9NO5V at a distorted geometry, with ωB97M-V/def2-TZVPD.

Structure (XYZ):
```
24
Properties=species:S:1:pos:R:3:lowdin_spin:R:1
V -0.39 -0.86 -0.40 1.67
O 0.96 -1.66 2.30 0.07
C 0.49 -1.27 1.31 0.01
C -1.01 0.35 -1.86 0.01
O -1.32 0.99 -2.78 0.05
C -1.88 -0.14 0.68 0.00
O -2.79 0.27 1.28 0.03
C 1.31 -1.25 -1.32 0.00
O 2.34 -1.33 -1.85 0.04
C -1.05 -2.90 -0.24 0.05
H -0.14 -3.50 -0.26 0.01
H -1.64 -3.03 0.68 0.01
C -1.59 -2.33 -1.41 0.05
H -2.61 -1.94 -1.48 0.01
H -1.10 -2.42 -2.38 0.01
C 0.55 2.02 1.76 0.00
C 1.14 2.02 0.39 0.00
N 1.98 3.03 0.04 0.00
O 0.93 1.14 -0.47 -0.03
H 0.90 2.91 2.31 0.00
H 0.85 1.12 2.29 0.00
H -0.54 2.03 1.70 0.00
H 2.35 2.99 -0.91 0.00
H 2.23 3.78 0.63 0.00
```

Its charge is +3. As for the expectation value of S²: 2.0208. The HOMO energy (alpha / beta) comes out at -22.14 / -22.15 eV. For the max |F|, the calculation gives 0.18164 Eh/bohr. The value obtained for the lowest unoccupied orbital energy (alpha / beta) is -16.51 / -16.20 eV. As for the multiplicity: 3.

It is found that the relative energy (zero: lowest compared OMol25 entry of this formula, charge and spin) values, taken in the order of the records, are 88.64; 124.56; 80.07; 1.14; 12.76 kcal/mol.
It is found that the electronic energy values, taken in the order of the records, are -362.9443; -269.1477; -4697.1661; -6425.4250; -1683.8987 a.u..